Entry from the OMol25 dataset: a cluster of 2 separate species, C11H15N in total (ωB97M-V/def2-TZVPD).

The value obtained for the HOMO energy is -0.2859 Ha. The energy above the lowest of the compared OMol25 structures with the same formula, charge and spin is 20.3 kJ/mol. The SMILES is Cc1c[nH]c2ccccc12.CC. For the frontier orbital gap, the calculation gives 8.73 eV.

```
! wB97M-V def2-TZVPD RIJCOSX def2/J DEFGRID3
* xyz 0 1
C 1.2236 -1.1894 -3.7767
C 0.6829 -1.6054 -0.0864
C 0.2251 -1.1712 -1.3424
C 1.2743 -1.4285 -2.2957
C 2.2851 -2.0088 -1.5994
C -1.2887 -0.8034 0.9605
C -0.0418 -1.3791 1.0764
C -1.7689 -0.3853 -0.2937
C -1.0573 -0.6120 -1.4492
N 1.9478 -2.1050 -0.2670
H -1.9560 -0.7073 1.8030
H 0.3443 -1.6159 2.0618
H -2.7362 0.0966 -0.3467
H -1.4285 -0.3681 -2.4346
H 2.5302 -2.4837 0.4557
H 3.2642 -2.3448 -1.9096
H 1.7978 -1.9500 -4.2999
H 1.6066 -0.1979 -4.0378
H 0.1934 -1.1805 -4.1309
C -0.8143 2.1697 2.6342
C -0.9643 3.6806 2.8129
H -0.3379 1.7874 3.5362
H -1.7957 1.7048 2.5511
H -0.1644 1.9317 1.7930
H -1.4471 3.8649 3.7723
H -1.5815 4.1319 2.0308
H 0.0074 4.1685 2.7820
*
```

Entry from the OMol25 dataset: a structure of composition C24H37N10O3SW (ωB97M-V/def2-TZVPD).

The value obtained for the HOMO energy (spin up / spin down) is -0.5980 / -0.5969 Ha. The energy above the lowest of the compared OMol25 structures with the same formula, charge and spin is 0.0 kJ/mol. For the frontier orbital gap (spin up / spin down), the calculation gives 6.66 / 6.29 eV.

```
! wB97M-V def2-TZVPD RIJCOSX def2/J DEFGRID3
* xyz 3 3
W 1.8195 0.6412 -0.9552
C -1.0640 -0.8047 -3.9265
C -0.2531 0.0126 -2.9989
N 0.3089 -0.4398 -1.9232
N 0.1948 -1.7739 -1.6026
C 1.0185 -2.0764 -0.6376
O 1.7586 -1.1106 -0.0796
C 1.1747 -3.4400 -0.1617
C 1.9710 -3.7164 0.9530
C 2.0976 -5.0166 1.4024
C 1.4361 -6.0471 0.7433
C 0.6440 -5.7780 -0.3671
C 0.5096 -4.4798 -0.8217
C 0.0307 1.4293 -3.2551
C -0.5462 2.1493 -4.2792
C -0.2515 3.5021 -4.4078
C 0.6073 4.0927 -3.5001
C 1.1725 3.3095 -2.5129
N 0.9117 2.0018 -2.3962
H -1.2736 -1.7800 -3.5014
H -0.5100 -0.9377 -4.8625
H -1.9987 -0.2977 -4.1714
H 2.4900 -2.9155 1.4650
H 2.7141 -5.2349 2.2651
H 1.5415 -7.0656 1.0948
H 0.1364 -6.5853 -0.8790
H -0.0996 -4.2645 -1.6892
H -1.2266 1.6703 -4.9697
H -0.6957 4.0826 -5.2066
H 0.8559 5.1440 -3.5549
H 1.8611 3.7332 -1.8015
N 3.2051 1.0493 0.9604
N 4.4959 1.5803 0.6949
C 4.9030 1.5511 -0.5787
N 6.1311 1.7935 -0.9472
N 3.8714 1.2273 -1.4029
N 4.0623 0.4753 -2.5233
O 5.0549 0.4053 -3.1565
O 2.9817 -0.1278 -2.7542
H 2.7054 1.6859 1.5789
H 3.2952 0.1590 1.4532
H 5.1059 1.8190 1.4653
H 6.8724 1.9438 -0.2741
H 6.3802 1.7998 -1.9263
C -3.1639 2.5992 2.5294
C -3.7351 3.2569 1.2751
C -3.8836 2.3253 0.0738
C -2.5650 1.7680 -0.4637
N -2.1390 0.5739 0.2903
C -0.9838 0.3385 0.8695
S 0.3331 1.5379 0.7801
N -0.7847 -0.7529 1.5728
C -1.7805 -1.8164 1.7946
C -2.8194 -1.4730 2.8613
C -2.3068 -1.5511 4.2997
C -1.2246 -0.5322 4.6618
H -3.1623 3.3018 3.3633
H -2.1279 2.2685 2.3913
H -3.7635 1.7351 2.8331
H -3.1158 4.1129 0.9886
H -4.7207 3.6657 1.5035
H -4.3740 2.8601 -0.7413
H -4.5517 1.4909 0.3206
H -1.7754 2.5096 -0.3917
H -2.6751 1.4806 -1.5133
H -2.8812 -0.0854 0.4922
H 0.0803 -0.8005 2.0830
H -1.2220 -2.7104 2.0733
H -2.2456 -2.0360 0.8294
H -3.6462 -2.1759 2.7386
H -3.2328 -0.4744 2.6724
H -1.9449 -2.5642 4.4946
H -3.1623 -1.4112 4.9608
H -0.2464 -0.7958 4.2435
H -1.0914 -0.4849 5.7420
H -1.4878 0.4733 4.3198
*
```

Entry from the OMol25 dataset: a structure of composition C17H21NOPtSSi (ωB97M-V/def2-TZVPD).

The value obtained for the HOMO energy is -0.2814 Ha. The energy above the lowest of the compared OMol25 structures with the same formula, charge and spin is 0.0 kJ/mol. For the frontier orbital gap, the calculation gives 7.96 eV.

```
! wB97M-V def2-TZVPD RIJCOSX def2/J DEFGRID3
* xyz 0 1
Pt -0.0594 -0.0094 -0.0045
C 4.6551 4.4251 1.5267
Si 3.5288 4.1982 0.0463
C 2.0025 5.2428 0.2638
C 4.4292 4.6900 -1.5194
C 3.2099 2.3344 -0.0628
C 4.3105 1.4999 -0.2368
C 4.1969 0.1120 -0.2966
C 2.9462 -0.4473 -0.1655
N 1.8837 0.3375 0.0107
C 1.9738 1.6859 0.0418
S 0.3547 2.3280 0.1504
H 4.9790 5.4638 1.6225
H 5.5494 3.8028 1.4516
H 4.1356 4.1489 2.4467
H 2.3058 6.2899 0.3467
H 1.4557 4.9723 1.1677
H 1.3159 5.1491 -0.5778
H 4.7290 5.7396 -1.4762
H 3.7909 4.5586 -2.3953
H 5.3315 4.0943 -1.6719
H 5.2979 1.9397 -0.3353
H 5.0602 -0.5214 -0.4377
H 2.7570 -1.5119 -0.1770
C -2.9298 -1.2615 -0.1782
O -2.1951 -0.0161 -0.1697
H -3.9912 -1.0358 -0.2731
H -2.7268 -1.8375 0.7216
H -2.5813 -1.8207 -1.0384
H -2.4919 0.5220 0.5744
C 0.0301 -1.9896 -0.0078
C 0.1010 -3.2008 0.0175
C 0.1746 -4.6339 0.0574
C -0.2023 -5.4015 -1.0479
C -0.1360 -6.7847 -1.0008
C 0.3076 -7.4264 0.1473
C 0.6870 -6.6732 1.2500
C 0.6222 -5.2900 1.2077
H -0.5427 -4.8985 -1.9436
H -0.4305 -7.3654 -1.8658
H 0.3572 -8.5069 0.1825
H 1.0351 -7.1665 2.1487
H 0.9156 -4.6992 2.0655
*
```

Entry from the OMol25 dataset: the molecule C18H18BrCl2F3N4O2 in a non-equilibrium geometry (ωB97M-V/def2-TZVPD).

The value obtained for the HOMO energy is -0.2988 Ha. The SMILES is COc1cc(N2CCN(C(=O)Cn3nc(C(F)(F)F)c(Cl)c3C)CC2)cc(Br)c1Cl. For the frontier orbital gap, the calculation gives 8.49 eV.

```
! wB97M-V def2-TZVPD RIJCOSX def2/J DEFGRID3
* xyz 0 1
O -0.2255 3.0595 0.9733
F -3.1103 -1.4956 6.2466
F -1.0866 -2.2101 5.6008
F -2.8987 -2.4981 4.2735
Cl -0.8124 0.8233 6.8707
Cl 2.0327 -2.7829 -6.9786
Br -0.3789 -4.4201 -5.4451
N -2.4165 0.0770 3.3206
O 3.2243 -0.5683 -5.4895
C -0.8233 1.9990 1.0974
C -2.0546 -0.2741 4.5277
C -1.3690 0.8041 5.2102
C -1.2758 1.8187 4.3241
C 0.2745 -2.5578 -3.3706
C 1.8925 -0.7879 -3.5111
C 1.5505 -2.2911 -5.3925
C 0.5613 -2.9431 -4.6766
C 2.1970 -1.1851 -4.8162
C 0.9295 -1.4883 -2.7278
N -1.9591 1.3415 3.1636
N -0.3122 0.8128 0.4882
N 0.6045 -1.1635 -1.4100
C 3.2066 0.8741 -5.4935
C -0.5982 3.1649 4.5069
C -2.2981 -1.6558 5.1704
C -2.1171 2.0173 1.8802
C -1.0313 -0.4785 0.4059
C 1.0141 0.8063 -0.0709
C -0.8264 -1.0876 -1.0117
C 1.5490 -0.5535 -0.4662
H -0.4326 -3.1582 -2.8386
H 2.4233 0.0734 -3.0572
H 3.8850 1.3017 -6.2362
H 2.1862 1.1447 -5.7551
H 3.4782 1.2967 -4.5317
H -0.0006 3.2263 5.4203
H -1.2945 3.9762 4.5921
H 0.0811 3.3161 3.6697
H -2.9528 1.6335 1.2824
H -2.4068 3.0627 2.0596
H -2.0910 -0.3279 0.5694
H -0.6988 -1.1915 1.1432
H 0.9941 1.4481 -0.9641
H 1.7299 1.2179 0.6152
H -1.2438 -2.1131 -0.9254
H -1.3817 -0.4826 -1.7588
H 2.5781 -0.4401 -0.9159
H 1.7043 -1.1407 0.4310
*
```

Entry from the OMol25 dataset: the molecule C5H16N2Si in a non-equilibrium geometry (ωB97M-V/def2-TZVPD).

The value obtained for the HOMO energy is -0.3074 Ha. The energy above the lowest of the compared OMol25 structures with the same formula, charge and spin is 174.0 kJ/mol. The SMILES is CNN(C)[Si](C)(C)C. For the frontier orbital gap, the calculation gives 9.24 eV.

```
! wB97M-V def2-TZVPD RIJCOSX def2/J DEFGRID3
* xyz 0 1
C 2.0727 0.8167 -1.6288
C 1.7683 0.0169 1.3192
C -1.5694 -0.8148 1.9948
C -1.1396 -1.8067 -0.8540
C -1.8039 1.2184 -0.6764
N 0.9914 1.1310 -0.7708
N 0.7613 0.1877 0.3183
Si -0.8941 -0.2916 0.3130
H 1.6940 -0.0052 -2.2476
H 2.4901 1.5529 -2.3462
H 2.9217 0.4440 -1.0353
H 1.7053 0.4367 2.3652
H 1.9964 -1.0494 1.4685
H 2.7132 0.3937 0.9126
H -1.5696 0.0290 2.5651
H -2.4953 -1.2961 2.0265
H -0.9422 -1.5543 2.2910
H -2.1707 -2.2107 -0.5650
H -1.2682 -1.3552 -1.8858
H -0.3403 -2.5358 -0.6464
H -0.9812 1.8610 -1.1163
H -2.4709 0.8880 -1.4404
H -2.4064 1.8359 0.0022
H 0.9375 2.1079 -0.3633
*
```

Entry from the OMol25 dataset: a cluster of 2 separate species, C2H4F2S2 in total in a non-equilibrium geometry (ωB97M-V/def2-TZVPD).

The value obtained for the HOMO energy (spin up / spin down) is -0.3442 / -0.3259 Ha. The energy above the lowest of the compared OMol25 structures with the same formula, charge and spin is 220.5 kJ/mol. For the frontier orbital gap (spin up / spin down), the calculation gives 7.71 / 8.22 eV.

```
! wB97M-V def2-TZVPD RIJCOSX def2/J DEFGRID3
* xyz 0 1
C 0.8630 0.7085 -0.8119
C 1.2561 -0.4524 0.0278
F 0.4280 -1.5684 -0.3297
F 2.5276 -0.8500 -0.2625
S -2.8350 -0.3731 0.5265
S -1.9605 1.2214 0.0021
H 0.4672 1.6026 -0.3044
H 1.0333 0.5720 -1.8591
H 0.9704 -0.4151 1.1164
H -2.7502 -0.4455 1.8947
*
```

Entry from the OMol25 dataset: a cluster of 4 separate species, C2H12NO3 in total in a non-equilibrium geometry (ωB97M-V/def2-TZVPD).

The value obtained for the HOMO energy is -0.5547 Ha. The energy above the lowest of the compared OMol25 structures with the same formula, charge and spin is 72.7 kJ/mol. For the frontier orbital gap, the calculation gives 12.19 eV.

```
! wB97M-V def2-TZVPD RIJCOSX def2/J DEFGRID3
* xyz 1 1
C 0.0177 -1.4427 -2.0021
C 0.6679 -0.4547 -2.5754
N -0.0047 -1.6524 -0.5639
H -0.5063 -2.1984 -2.5688
H 0.6178 -0.4268 -3.6566
H 1.2213 0.3019 -2.0381
H -0.0590 -0.7971 0.0446
H -0.9074 -2.0380 -0.2621
H 0.6871 -2.3190 -0.2155
H -0.0507 1.3861 -0.5972
H 0.0894 1.6915 0.8645
O -0.3412 1.0482 0.2598
H 1.8567 3.1723 1.5583
H 0.6233 3.7553 2.3056
O 0.9173 3.0330 1.7397
H -1.6385 -0.4757 2.2159
H -1.2942 -1.9708 2.5623
O -1.1985 -1.2757 1.9053
*
```

Entry from the OMol25 dataset: a structure of composition C20H25AuN3OS2 (ωB97M-V/def2-TZVPD).

The value obtained for the HOMO energy (spin up / spin down) is -0.3757 / -0.3903 Ha. The energy above the lowest of the compared OMol25 structures with the same formula, charge and spin is 0.0 kJ/mol. For the frontier orbital gap (spin up / spin down), the calculation gives 7.82 / 5.86 eV.

```
! wB97M-V def2-TZVPD RIJCOSX def2/J DEFGRID3
* xyz 1 3
Au -0.7829 0.1922 -0.7415
S -3.0008 1.1430 -0.8047
C -2.7810 2.7472 -0.3291
C -3.9495 3.5561 -0.1625
C -3.8495 4.8499 0.2355
C -2.5712 5.4162 0.4901
C -1.4319 4.6811 0.3336
C -1.4921 3.3313 -0.0986
S -0.0137 2.5060 -0.3594
H -4.9169 3.1051 -0.3461
H -4.7429 5.4461 0.3685
H -2.4987 6.4469 0.8148
H -0.4623 5.1215 0.5302
N -1.3003 -0.9188 1.4147
C -0.7929 -1.3601 2.3596
N -0.2312 -1.8588 3.4402
C 0.3842 -1.0022 4.4691
C -0.1551 -1.4186 5.8197
O 0.0447 -2.8061 6.0321
C -0.6616 -3.5844 5.0811
C -0.1511 -3.3078 3.6843
H 0.1516 0.0379 4.2510
H 1.4668 -1.1394 4.4393
H -1.2227 -1.1798 5.8852
H 0.3734 -0.8946 6.6132
H -1.7333 -3.3611 5.1363
H -0.5040 -4.6291 5.3404
H -0.7412 -3.8298 2.9335
H 0.8923 -3.6205 3.6017
C 1.6616 -0.5629 -5.2397
N 0.8331 0.4102 -4.4640
C -0.5450 -0.1273 -4.2334
C 1.5167 0.8963 -3.1747
C 1.9011 -0.2155 -2.2502
C 3.1647 -0.7889 -2.4263
C 3.5931 -1.8387 -1.6335
C 2.7430 -2.3173 -0.6438
C 1.5033 -1.7251 -0.4422
C 1.0452 -0.6556 -1.2275
H 1.1351 -0.7926 -6.1619
H 1.7912 -1.4551 -4.6360
H 2.6266 -0.1103 -5.4518
H 0.7374 1.2432 -5.0420
H -0.4557 -1.0222 -3.6251
H -0.9832 -0.3562 -5.2021
H -1.1254 0.6215 -3.7021
H 0.8058 1.5865 -2.7217
H 2.3881 1.4458 -3.5271
H 3.8288 -0.3984 -3.1928
H 4.5767 -2.2674 -1.7774
H 3.0584 -3.1397 -0.0126
H 0.8734 -2.0999 0.3554
*
```

Entry from the OMol25 dataset: a cluster of 2 separate species, C3H6NO3 in total in a non-equilibrium geometry (ωB97M-V/def2-TZVPD).

The value obtained for the HOMO energy is -0.1551 Ha. The energy above the lowest of the compared OMol25 structures with the same formula, charge and spin is 141.0 kJ/mol. For the frontier orbital gap, the calculation gives 8.24 eV.

```
! wB97M-V def2-TZVPD RIJCOSX def2/J DEFGRID3
* xyz -1 1
N 2.5376 -0.3976 -1.8298
C 1.3351 -0.2430 -1.1020
O 0.5016 -1.1858 -1.1458
O 1.2204 0.8332 -0.4538
H 3.3588 0.1772 -1.5398
H 2.7664 -1.3625 -2.1135
C -1.6967 -0.3971 1.9308
C -1.5172 0.3439 0.8302
O -2.2632 1.4853 0.6358
H -1.1384 -1.3152 2.1044
H -2.4350 -0.1042 2.6810
H -0.7770 0.1186 0.0247
H -1.8923 2.0472 -0.0222
*
```

Entry from the OMol25 dataset: a cluster of 2 separate species, C5H13NO2 in total in a non-equilibrium geometry (ωB97M-V/def2-TZVPD).

The value obtained for the HOMO energy is -0.3535 Ha. The energy above the lowest of the compared OMol25 structures with the same formula, charge and spin is 287.6 kJ/mol. The SMILES is CC[C@@H](C=O)NC.O. For the frontier orbital gap, the calculation gives 10.41 eV.

```
! wB97M-V def2-TZVPD RIJCOSX def2/J DEFGRID3
* xyz 0 1
C -1.8803 1.2790 0.7984
N -0.9533 0.1507 0.4759
C 1.4553 0.4092 2.0989
C 1.4865 -0.0455 0.6730
C 0.3225 0.6696 -0.1254
C 0.3856 0.4002 -1.6288
O 1.4263 -0.0101 -2.0766
H -2.6366 1.1072 1.5958
H -2.2914 1.7790 -0.1159
H -1.2483 2.0057 1.2837
H -0.8156 -0.2794 1.3572
H 0.4145 0.4912 2.6049
H 1.5428 1.4668 2.1867
H 2.1577 -0.1830 2.6445
H 1.6099 -1.1721 0.5541
H 2.3779 0.3272 0.1316
H 0.3991 1.7945 0.0614
H -0.6896 0.2610 -2.3176
H -1.1006 -2.7715 -1.4114
H -1.4852 -1.6826 -0.3804
O -1.6986 -2.5490 -0.7262
*
```

Entry from the OMol25 dataset: a structure of composition C22H28N11O2S2SeV in a non-equilibrium geometry (ωB97M-V/def2-TZVPD).

The value obtained for the HOMO energy (spin up / spin down) is -0.2642 / -0.2729 Ha. The energy above the lowest of the compared OMol25 structures with the same formula, charge and spin is 132.6 kJ/mol. For the frontier orbital gap (spin up / spin down), the calculation gives 6.72 / 7.00 eV.

```
! wB97M-V def2-TZVPD RIJCOSX def2/J DEFGRID3
* xyz 0 3
V 0.9216 0.0373 -0.2512
N -2.1173 1.6766 2.3285
N -3.0224 0.6013 2.2888
C -3.0987 -0.2089 1.2349
N -3.9701 -1.2221 1.2590
N -2.2795 0.0782 0.2151
N -2.1417 -0.7356 -0.8215
O -2.9396 -1.6360 -1.0747
O -1.1864 -0.4845 -1.5868
H -1.1834 1.3484 2.0722
H -2.0871 2.0425 3.2701
H -3.4796 0.3226 3.1404
H -4.5277 -1.4335 2.0671
H -4.0264 -1.8030 0.4345
S 0.3992 -1.0620 1.6978
C -0.2604 -2.5308 1.0284
C -1.2043 -3.2865 1.7112
C -1.8047 -4.3806 1.0996
C -2.8172 -5.1017 1.7946
N -3.6436 -5.6407 2.3857
C -1.4388 -4.7348 -0.2140
C -0.4332 -4.0330 -0.8643
C 0.1641 -2.9345 -0.2537
S 1.4297 -2.0420 -1.0317
C -2.1072 -5.8019 -0.8809
N -2.6465 -6.6505 -1.4378
H -1.4810 -3.0139 2.7206
H -0.1257 -4.3174 -1.8605
N 3.0568 -0.2244 -4.2218
C 4.1262 -0.1460 -3.3649
C 3.6145 0.2593 -2.1706
N 2.2584 0.4324 -2.2881
C 1.9554 0.1262 -3.5280
H 3.0903 -0.5184 -5.1821
H 5.1300 -0.3769 -3.6683
H 4.1229 0.4483 -1.2409
H 0.9661 0.1355 -3.9544
C -2.4709 2.5892 -2.3726
C -1.5572 3.4705 -1.5104
C -0.6046 4.2763 -2.3953
C -2.4080 4.4115 -0.6607
N -0.7630 2.6926 -0.5466
N 0.2084 1.8343 -1.1220
H -3.0204 3.2068 -3.0827
H -3.1944 2.0663 -1.7454
H -1.9118 1.8474 -2.9463
H -1.1576 5.0278 -2.9569
H -0.0857 3.6399 -3.1146
H 0.1364 4.7858 -1.7779
H -2.9935 5.0766 -1.2939
H -1.7655 5.0086 -0.0158
H -3.0897 3.8372 -0.0321
H -1.3869 2.1229 0.0162
H 1.0226 2.3917 -1.3655
H -0.1297 1.3885 -1.9786
Se 2.3228 1.5001 1.0125
C 3.3059 0.4627 2.2908
C 3.7570 -0.8141 1.9682
C 4.4791 -1.5491 2.8947
C 4.7588 -1.0164 4.1450
C 4.3092 0.2551 4.4664
C 3.5893 0.9975 3.5428
H 3.5287 -1.2332 0.9960
H 4.8222 -2.5432 2.6384
H 5.3355 -1.5845 4.8628
H 4.5140 0.6703 5.4449
H 3.2362 1.9916 3.7863
*
```